A molecular structure, C41H43CaN8O5P2S at a distorted geometry, computed with ωB97M-V/def2-TZVPD.

Geometry as XYZ:
```
101
Properties=species:S:1:pos:R:3
Ca -16.211 12.020 -7.134
S -10.493 10.528 -3.983
P -19.922 10.791 -7.110
P -16.435 14.926 -6.028
O -10.204 9.277 -4.574
O -14.653 11.369 -5.471
O -14.322 10.576 -7.524
O -13.845 12.781 -8.911
O -9.846 10.847 -2.725
N -17.325 9.769 -7.718
N -14.808 13.642 -8.417
N -20.393 13.073 -8.650
N -12.068 10.673 -3.784
N -19.807 11.115 -4.304
N -18.256 12.703 -8.363
N -18.968 8.267 -7.764
N -18.002 11.752 -5.383
C -10.658 13.592 -6.601
C -9.072 14.529 -8.251
C -17.800 7.633 -8.118
C -18.633 9.581 -7.561
C -13.276 9.439 -5.696
C -20.363 15.060 -5.080
C -13.958 14.668 -4.710
C -14.402 14.815 -8.563
C -13.823 17.311 -3.931
C -12.893 15.107 -3.998
C -17.991 15.967 -3.937
C -9.373 13.632 -7.081
C -21.855 12.907 -8.542
C -8.768 11.787 -5.612
C -19.204 16.157 -3.297
C -17.093 17.297 -7.407
C -20.250 7.605 -7.551
C -14.117 10.543 -6.257
C -17.827 12.051 -4.052
C -12.823 16.423 -3.544
C -19.186 11.198 -5.491
C -19.776 14.080 -9.319
C -21.077 10.486 -3.999
C -16.302 16.180 -7.399
C -19.138 14.818 -5.662
C -17.940 15.266 -5.103
C -18.985 11.676 -3.370
C -13.000 9.621 -4.180
C -18.458 13.827 -9.153
C -16.776 18.420 -8.196
C -8.420 12.730 -6.592
C -14.948 17.122 -9.118
C -11.012 12.593 -5.675
C -20.400 15.700 -3.861
C -15.657 18.317 -9.030
C -15.049 15.502 -4.971
C -16.792 8.567 -8.075
C -15.251 16.020 -8.294
C -10.066 11.769 -5.175
C -19.456 12.244 -8.089
C -14.915 16.872 -4.656
H -20.278 14.848 -9.865
H -12.372 9.318 -6.279
H -8.057 11.089 -5.197
H -22.159 12.063 -9.119
H -13.720 18.333 -3.618
H -21.067 9.525 -4.462
H -13.993 13.550 -4.952
H -21.046 8.081 -8.131
H -21.182 10.375 -2.921
H -11.958 16.779 -2.996
H -19.273 16.674 -2.343
H -21.919 11.045 -4.423
H -22.132 12.714 -7.495
H -17.836 17.370 -6.628
H -20.534 7.693 -6.511
H -12.686 8.679 -3.806
H -12.050 14.434 -3.819
H -21.243 14.715 -5.570
H -16.935 12.517 -3.661
H -17.559 14.280 -9.508
H -8.775 15.538 -7.943
H -17.099 16.376 -3.488
H -15.745 8.480 -8.318
H -14.183 17.019 -9.857
H -13.953 11.938 -8.445
H -11.428 14.267 -7.010
H -13.954 9.926 -3.703
H -17.429 19.267 -8.198
H -19.203 11.712 -2.278
H -8.308 14.093 -8.936
H -12.058 12.488 -5.406
H -19.031 14.404 -6.668
H -15.696 17.567 -4.947
H -21.360 15.858 -3.342
H -15.336 19.203 -9.583
H -9.978 14.577 -8.858
H -22.356 13.825 -8.883
H -7.399 12.756 -7.063
H -20.148 6.594 -7.913
H -17.736 6.549 -8.265
H -13.936 8.605 -5.825
H -13.415 14.986 -8.956
H -12.349 11.282 -3.042
```

* total energy: -4160.872629 Eh
* total charge: +1
* 2S+1: 1
* HOMO level: -10.81 eV
* ΔE to the lowest compared entry with this formula, charge and spin: 0.0 kJ/mol